# 1
102
Properties=species:S:1:pos:R:3:forces:R:3 method="wB97M-V/def2-TZVPD" homo_ev="-0.54 / -1.51" lumo_energy_ev="3.5 / 3.5" s2=0.79 multiplicity=2 gap_ev="4.0637 / 5.0261" total_charge=-2 molar_mass_g_mol=1155.384
Hg 0.38186 -0.82486 1.01802 -0.121 -0.056 0.121
O -2.47045 -0.71025 3.82656 0.164 -0.077 -0.248
C -1.69556 -1.47892 4.72781 0.005 -0.060 -0.110
C -1.62420 -2.95226 4.32838 0.126 -0.040 -0.115
N -0.66004 -3.19028 3.26741 0.003 0.063 0.024
C -1.12887 -3.80108 2.03684 0.100 0.206 0.117
C -2.18896 -2.95263 1.30552 0.096 -0.415 0.242
O -3.20682 -3.52332 0.91804 -0.185 0.028 -0.131
O -1.91890 -1.71191 1.16049 0.057 0.216 0.116
C 0.69998 -3.49153 3.64484 -0.058 0.335 -0.386
C 1.91428 -1.20558 3.49156 -0.204 0.035 -0.293
O 3.28449 -1.38403 2.91939 0.119 -0.189 0.024
O 1.19834 -0.24713 2.98648 -0.191 0.537 0.352
H -2.17871 -0.93251 2.91400 -0.033 -0.003 0.211
H -0.67349 -1.08777 4.78337 0.007 0.036 0.063
H -2.16214 -1.37802 5.71325 -0.037 -0.002 -0.035
H -1.39217 -3.55445 5.22105 -0.018 -0.023 -0.028
H -2.61361 -3.25114 3.97122 -0.022 -0.057 0.052
H -0.27377 -3.86460 1.35592 0.009 -0.052 -0.008
H -1.54111 -4.80676 2.19466 -0.022 -0.021 -0.030
H 0.77649 -3.45813 4.73836 0.056 0.037 0.018
H 1.00561 -4.49718 3.31812 -0.059 -0.042 0.054
Br -0.39308 3.43728 -5.95730 0.040 -0.009 -0.040
C 1.22946 2.51120 -5.54082 0.025 -0.034 -0.161
C 1.20364 1.13967 -5.32068 0.153 -0.007 -0.007
C 2.36496 0.47265 -4.97865 -0.062 0.097 -0.111
C 3.61544 1.15052 -4.88802 -0.035 -0.127 -0.411
C 3.58502 2.55053 -5.10607 -0.078 -0.001 0.017
C 2.41624 3.21829 -5.42371 0.034 0.000 0.036
N 4.82822 0.54055 -4.74741 -0.112 -0.069 0.299
N 4.90351 -0.68399 -4.20863 -0.050 0.147 -0.002
C 4.03521 -1.02336 -3.18244 0.098 0.038 0.112
C 3.70364 -2.36085 -3.00188 -0.060 0.056 -0.076
C 2.74808 -2.79125 -2.07397 0.058 -0.064 -0.086
C 2.07905 -1.92275 -1.22172 -0.227 -0.105 0.135
O 1.11622 -2.33891 -0.42225 0.254 0.102 -0.103
C 2.54714 -0.56139 -1.24508 -0.011 0.232 -0.029
N 2.06797 0.27939 -0.28497 0.168 -0.171 -0.161
C 2.55468 1.48638 -0.15424 -0.017 -0.025 0.090
C 3.55401 1.98801 -0.99949 -0.030 -0.031 -0.044
C 4.00673 1.19608 -2.02343 -0.005 0.088 0.135
C 3.51033 -0.11191 -2.19649 0.067 -0.179 0.158
H 0.26995 0.59562 -5.40379 0.002 -0.012 0.010
H 2.33470 -0.59467 -4.80571 -0.069 0.034 -0.058
H 4.51473 3.10061 -5.01434 0.016 -0.027 -0.050
H 2.42105 4.29084 -5.57526 0.023 0.006 0.000
H 4.17509 -3.07476 -3.66887 -0.049 -0.018 -0.003
H 2.48468 -3.84182 -2.01493 -0.004 0.006 -0.029
H 2.15709 2.07819 0.66532 0.002 0.010 -0.049
H 3.94135 2.98754 -0.84923 0.008 -0.009 0.017
H 4.77096 1.55568 -2.69987 -0.006 -0.041 0.042
Br 4.31035 -4.14068 6.70055 -0.014 0.046 0.001
C 3.51191 -3.09663 5.29242 -0.082 0.122 0.222
C 3.66332 -3.52358 4.04451 -0.117 0.074 -0.277
C 3.04784 -2.78548 2.86682 0.014 -0.007 0.039
N 1.60823 -2.56527 2.98053 0.050 -0.441 0.255
C 2.07190 -1.09356 4.99684 0.007 0.092 -0.136
C 2.77901 -1.91771 5.76999 0.116 -0.183 0.053
H 4.21300 -4.43531 3.84552 0.014 0.014 0.018
H 3.35992 -3.23360 1.92017 0.019 -0.010 -0.010
H 1.57639 -0.23940 5.44541 -0.032 -0.051 -0.013
H 2.82915 -1.72077 6.83290 0.030 -0.045 0.028
C -0.03643 3.98110 0.16776 0.030 -0.072 0.234
Si -0.90027 2.90244 -1.11714 0.486 0.123 -0.138
C -2.02054 4.10293 -2.03009 -0.408 -0.069 0.075
C 0.27620 2.31045 -2.44683 -0.015 -0.289 0.156
As -1.63517 0.96129 0.02846 -0.341 0.339 -0.338
Si -3.45373 1.84025 1.22622 -0.141 0.187 0.278
C -4.71622 0.58852 1.79638 0.165 -0.404 -0.021
C -4.42315 3.15622 0.29056 0.013 0.053 -0.256
C -2.72544 2.69555 2.72173 0.226 -0.083 0.109
Si -2.67056 -0.21105 -1.75399 0.020 -0.073 -0.335
C -4.25954 -1.07018 -1.30774 -0.063 -0.110 0.434
C -3.14289 0.94088 -3.16525 0.045 0.219 0.008
C -1.40133 -1.39842 -2.41774 0.170 -0.125 0.204
H 0.87147 4.42652 -0.24904 -0.044 0.008 -0.011
H 0.24286 3.40684 1.05452 0.048 0.051 -0.025
H -0.69873 4.78978 0.49299 0.031 -0.023 -0.011
H -1.34818 4.78955 -2.55582 -0.005 -0.030 0.017
H -2.67149 4.68408 -1.37634 0.040 0.030 0.000
H -2.64241 3.60977 -2.77727 0.051 0.059 -0.037
H 1.15587 2.95446 -2.53468 -0.049 -0.003 -0.029
H -0.22927 2.31327 -3.41461 0.010 0.034 0.167
H 0.63486 1.29317 -2.26801 0.053 0.082 -0.033
H -5.46319 0.39811 1.02359 0.002 0.013 0.050
H -5.21946 0.98258 2.68456 0.008 0.012 -0.030
H -4.25146 -0.36527 2.06447 -0.112 0.099 -0.025
H -4.52490 2.92531 -0.77347 -0.048 0.015 0.056
H -3.94156 4.13331 0.37279 -0.026 -0.026 -0.011
H -5.42725 3.23005 0.72099 0.043 0.009 0.008
H -2.15572 1.97303 3.31426 -0.058 0.059 0.015
H -3.51587 3.11675 3.35131 0.017 -0.007 -0.032
H -2.04995 3.50163 2.42096 -0.026 -0.015 0.025
H -5.00648 -0.36161 -0.94097 -0.010 -0.007 -0.120
H -4.10445 -1.82650 -0.53375 0.014 -0.018 -0.020
H -4.65557 -1.55820 -2.20370 0.024 0.030 -0.017
H -3.83803 1.71963 -2.83863 -0.020 -0.052 -0.048
H -3.63625 0.35396 -3.94751 0.028 -0.005 0.041
H -2.27346 1.42973 -3.61020 -0.042 -0.008 -0.037
H -0.95928 -1.99475 -1.61204 -0.016 0.013 -0.108
H -0.58140 -0.86024 -2.90503 -0.022 -0.027 -0.003
H -1.85093 -2.08197 -3.14470 -0.006 0.057 -0.013

=====

# 2
103
Properties=species:S:1:pos:R:3:forces:R:3 method="wB97M-V/def2-TZVPD" homo_ev=-9.03 lumo_energy_ev=-0.4 smiles="CC(C)=N[C@@](C#N)(CCC(F)=C(F)F)[C@@](C#N)(C(F)(F)c1cccc(C(F)(F)F)c1)P(=N)(O)O.C1CCOC1.C1CCOC1.C1CCOC1.C1CCOC1" multiplicity=1 gap_ev=8.6758 molar_mass_g_mol=804.757
C -2.34778 -5.90284 3.11694 -0.401 -0.181 0.066
C -2.88108 -4.89579 2.14825 -0.860 0.214 -0.425
C -3.74365 -3.80098 2.72092 0.345 -0.157 -0.051
N -2.63647 -5.02219 0.88937 1.866 -0.268 1.250
C -1.74528 -4.20434 0.07956 -1.080 -0.386 -0.852
C -1.11258 -3.19991 0.95311 -0.137 0.149 -0.081
N -0.67178 -2.46766 1.71709 0.186 0.141 0.085
C -0.65104 -5.14356 -0.51057 0.170 -0.264 0.197
C 0.68407 -5.10149 0.23446 0.303 -0.607 -0.633
C 1.54417 -6.23940 -0.24321 -0.068 -0.125 0.058
F 1.27327 -6.75040 -1.46382 0.015 0.021 -0.064
C 2.52809 -6.78546 0.44382 -0.178 0.110 0.016
F 2.89302 -6.32100 1.62698 0.051 -0.097 0.129
F 3.24365 -7.82173 0.07498 0.145 -0.016 -0.061
C -2.58728 -3.47521 -1.05466 -0.119 0.641 -0.046
C -3.21770 -2.30977 -0.42628 -0.125 0.070 0.009
N -3.70786 -1.39514 0.06432 -0.044 -0.047 0.034
C -1.79718 -2.90378 -2.28402 0.028 0.234 -0.054
F -1.57819 -3.88583 -3.19448 0.050 -0.161 0.131
F -2.63206 -2.00583 -2.89302 0.002 -0.017 -0.068
C -0.51191 -2.17646 -1.97070 0.163 0.111 0.107
C -0.58707 -0.87333 -1.48471 -0.126 0.196 0.125
C 0.56194 -0.16640 -1.18853 0.504 0.048 0.014
C 1.80889 -0.75197 -1.36518 -0.204 -0.209 -0.092
C 1.88078 -2.04201 -1.86580 0.113 0.152 0.109
C 3.21311 -2.68864 -2.10474 0.048 0.144 -0.054
F 4.22372 -1.98822 -1.57576 0.069 0.063 0.087
F 3.47118 -2.80685 -3.41998 -0.004 -0.117 -0.114
F 3.27376 -3.92605 -1.57999 -0.049 -0.142 -0.006
C 0.73219 -2.75083 -2.17920 -0.121 -0.152 -0.025
P -4.00945 -4.57706 -1.63972 0.454 -1.178 -0.498
N -3.65569 -6.04982 -1.90100 0.155 0.493 0.231
O -4.61049 -3.87821 -2.92461 -0.147 0.399 0.273
O -5.16547 -4.33989 -0.56637 -0.019 0.019 0.071
H -2.83250 -5.85770 4.08761 -0.112 -0.144 0.035
H -2.37186 -6.90793 2.70511 0.116 -0.059 -0.042
H -1.30419 -5.60976 3.27477 0.073 -0.057 -0.098
H -3.19249 -2.85831 2.72609 -0.101 0.143 0.014
H -4.08223 -4.05843 3.71906 0.089 0.174 0.161
H -4.61500 -3.70104 2.07768 0.024 0.261 -0.105
H -1.02890 -6.15601 -0.40103 -0.272 0.018 -0.028
H -0.47957 -4.99395 -1.56803 -0.078 0.161 -0.079
H 1.23092 -4.18350 0.02663 -0.186 0.286 0.365
H 0.53617 -5.26570 1.29928 0.020 0.395 0.144
H -1.54674 -0.40316 -1.33027 -0.074 0.002 -0.037
H 0.54853 0.85064 -0.82250 -0.327 0.039 0.072
H 2.71017 -0.21130 -1.12231 0.047 0.049 0.010
H 0.82107 -3.75073 -2.57895 -0.010 -0.028 -0.098
H -2.68550 -6.27327 -1.73173 -0.061 -0.277 -0.090
H -5.14461 -3.09426 -2.73532 -0.008 0.031 -0.099
H -5.13542 -5.10441 0.02723 -0.104 0.044 0.068
C 1.57926 3.12177 3.68632 -0.115 0.036 0.010
C 1.02779 1.69948 3.59352 0.155 0.027 -0.042
C 0.30377 1.74088 2.25656 -0.179 -0.039 -0.009
O 1.02068 2.66796 1.43284 0.159 -0.107 0.079
C 1.94715 3.40528 2.23500 0.068 -0.066 0.007
H 2.42751 3.22225 4.36166 0.016 -0.019 -0.008
H 0.79545 3.80637 4.01827 0.008 0.014 -0.007
H 1.84939 0.98054 3.55738 -0.014 -0.015 -0.006
H 0.37241 1.42522 4.41803 -0.022 0.029 -0.001
H -0.72413 2.10160 2.37221 -0.011 -0.033 0.011
H 0.27453 0.77029 1.75944 -0.006 0.008 -0.023
H 2.96051 3.05801 2.00612 0.020 0.038 0.033
H 1.87865 4.46375 1.97741 -0.028 -0.008 -0.043
C 6.21272 -1.91567 -7.19256 0.060 -0.001 0.090
C 4.99272 -1.77806 -6.28484 -0.067 0.005 -0.092
C 5.38128 -0.58435 -5.42368 0.096 -0.060 0.046
O 6.20901 0.24726 -6.23954 -0.001 -0.005 0.000
C 6.58859 -0.45727 -7.42250 -0.096 0.018 -0.044
H 6.01440 -2.45241 -8.11894 -0.022 0.014 -0.009
H 7.01581 -2.43364 -6.66375 0.008 0.002 -0.007
H 4.10872 -1.54177 -6.88144 -0.008 0.004 0.012
H 4.77805 -2.66838 -5.69753 0.021 -0.006 0.009
H 5.95816 -0.89998 -4.54741 -0.047 -0.027 0.022
H 4.52127 -0.00768 -5.08079 0.016 0.041 -0.016
H 6.03861 -0.03648 -8.27154 0.025 -0.034 -0.034
H 7.65534 -0.31316 -7.59715 0.005 0.036 0.032
C -1.11618 5.91830 -0.30918 -0.102 0.006 -0.116
C -2.29365 6.31340 0.57880 0.067 0.033 0.140
C -3.30842 5.22429 0.25480 0.021 0.010 -0.106
O -2.55403 4.05523 -0.05898 0.004 0.020 -0.048
C -1.17249 4.39872 -0.22493 -0.044 0.047 0.105
H -0.15998 6.32187 0.02216 0.000 -0.008 0.028
H -1.28951 6.25289 -1.33473 0.007 -0.004 -0.001
H -1.99987 6.25513 1.63052 -0.035 -0.001 0.010
H -2.67471 7.31562 0.38476 -0.005 -0.001 -0.019
H -3.91582 5.49636 -0.61614 -0.020 0.039 0.028
H -3.97824 5.00435 1.08721 0.004 -0.035 0.000
H -0.61585 4.02921 0.63572 0.082 -0.001 -0.026
H -0.78630 3.90817 -1.11994 -0.049 -0.038 -0.006
C -1.96734 8.90347 5.55188 0.083 -0.005 0.044
C -1.12210 9.15064 4.30371 -0.105 -0.023 -0.034
C -0.35604 7.83973 4.18978 0.079 -0.008 0.051
O -1.20864 6.82451 4.72066 -0.011 0.001 -0.019
C -2.31077 7.42652 5.40264 -0.062 0.026 -0.092
H -2.85069 9.53649 5.61764 -0.009 -0.001 -0.022
H -1.36561 9.06318 6.44910 -0.008 -0.006 0.007
H -1.76996 9.28661 3.43486 0.011 -0.006 -0.010
H -0.46705 10.01706 4.37800 0.010 -0.003 0.027
H 0.56538 7.86400 4.78179 0.022 0.051 -0.037
H -0.09882 7.58770 3.15955 -0.007 -0.049 0.005
H -3.21322 7.28956 4.79688 -0.028 0.024 0.035
H -2.45721 6.92300 6.35852 0.030 -0.038 -0.010